1.
ORCA calculation (ωB97M-V/def2-TZVPD) on a cluster of 8 separate species, C23H49F6N2O14S5 in total in a non-equilibrium geometry.

As for the expectation value of S²: 0.758. As for the highest occupied orbital energy (spin up / spin down): -7.8754 / -7.8753 eV. Its multiplicity is 2. The gap between HOMO and LUMO (spin up / spin down) is 5.937 / 1.357 eV.

Cartesian coordinates (Å):
S1 -0.143922 -1.624613 1.051245
S2 1.652068 -0.521453 -0.394345
S3 1.259718 4.546457 1.324235
S4 1.499598 -6.778333 -1.987065
S5 -1.733672 4.789197 -2.009535
F1 1.057288 -3.404633 2.721745
F2 2.016678 -0.372983 -3.158815
F3 3.655378 -1.287183 -2.059195
F4 1.717078 -2.395503 -2.376075
F5 -0.697032 -4.156183 1.603975
F6 -1.009372 -2.779273 3.342895
O1 4.084978 1.355297 -7.741865
O2 -5.539912 -1.226853 4.483995
O3 -4.845172 -3.174813 -1.965305
O4 0.122568 5.172707 0.457725
O5 -6.640662 -2.837253 5.723265
O6 2.259018 -7.900373 -1.256105
O7 -1.305832 -1.916093 0.193595
O8 -2.929622 5.362127 -2.835845
O9 3.480158 -1.066643 6.766235
O10 2.158538 0.579487 7.713205
O11 2.822088 0.128107 0.211685
O12 4.389048 3.259587 -6.503075
O13 -0.134792 -0.432163 1.899945
O14 0.586628 0.413587 -0.798125
N1 1.208238 -1.946693 0.389315
N2 -4.569842 -1.074193 -2.624035
C1 -0.177152 -3.098353 2.252835
C2 3.926428 2.003437 -6.681445
C3 -4.270402 -2.065983 -1.836405
C4 -1.351382 3.034377 -2.259135
C5 2.261098 -1.178103 -2.140675
C6 -5.743982 -2.456763 4.958935
C7 3.300598 1.513037 -5.455685
C8 0.780208 -5.486313 -0.856725
C9 0.727588 2.845627 1.827385
C10 2.470698 -1.867393 6.228505
C11 -7.565672 -0.153063 3.662015
C12 -6.469862 -0.173963 4.687315
C13 1.313378 -1.176373 5.562065
C14 -4.655362 -3.405053 4.481795
C15 4.505828 0.565297 8.197085
C16 2.590718 3.859537 0.105615
C17 5.174418 3.845157 -7.572515
C18 -0.174222 5.460097 -2.786645
C19 2.776158 -5.663993 -2.899015
C20 3.230868 0.124947 7.490985
C21 -4.108372 0.258967 -2.298805
C22 5.785488 5.061407 -6.980405
C23 -5.586522 -1.118733 -3.629775
H1 3.174948 4.630657 -0.396535
H2 -7.103532 0.115777 2.712145
H3 -4.876222 0.984267 -2.029635
H4 0.050398 2.897217 2.679945
H5 5.020978 1.436937 7.793425
H6 -0.309892 6.540417 -2.837695
H7 2.200418 -5.181993 -3.689145
H8 -8.289152 0.625297 3.904545
H9 0.786228 -1.896193 4.935905
H10 5.961078 3.248267 -8.034035
H11 -0.952332 2.824527 -3.251515
H12 6.600888 5.421537 -7.607735
H13 -5.979512 0.799077 4.716425
H14 -0.581662 2.569837 -1.642815
H15 -3.675492 0.640837 -3.223405
H16 6.121078 4.845547 -5.966075
H17 0.621608 -4.521503 -1.338465
H18 0.600648 5.070327 -2.126535
H19 -0.035602 5.172697 -3.828895
H20 1.913048 -2.320473 7.048165
H21 -6.749682 -0.149983 5.740515
H22 -2.248002 2.420317 -2.174865
H23 3.275788 3.151797 0.572405
H24 -5.168382 -1.145053 -4.636035
H25 3.923058 1.724057 -4.586135
H26 -0.122002 -5.836683 -0.355365
H27 3.274698 -4.925943 -2.270655
H28 -4.392452 -3.969913 5.376175
H29 5.223818 5.994907 -7.014995
H30 -6.113702 -2.066753 -3.522825
H31 -6.119172 -0.180193 -3.783135
H32 1.831598 -0.524293 4.858975
H33 3.538598 -6.337093 -3.291075
H34 -5.187102 -4.195953 3.952805
H35 4.591428 4.087107 -8.461155
H36 1.516368 -5.457653 -0.053385
H37 2.923798 -2.560523 5.519725
H38 3.203308 0.431197 -5.546585
H39 0.353648 2.530177 0.853345
H40 2.292838 3.221597 -0.726485
H41 0.732258 -0.663803 6.328665
H42 1.591058 2.257557 2.138315
H43 5.133068 -0.319453 8.306165
H44 -3.472582 -1.914053 -1.093035
H45 -3.313902 0.390227 -1.564185
H46 -3.835392 -3.075463 3.843735
H47 4.418088 0.878667 9.237375
H48 -7.893292 -1.191233 3.607445
H49 2.384568 2.084217 -5.304815

Atoms 1-2, force components in eV/Å:
-3.9493 0.1016 2.0050
1.0887 1.9425 -0.4069

Löwdin population analysis, charges in e, atoms 1 to 2: 0.55, 0.69

---

2.
ORCA calculation (ωB97M-V/def2-TZVPD) on a structure of composition C23H49IrN4P3S in a non-equilibrium geometry.

As for the expectation value of S²: 8.778. As for the highest occupied orbital energy (spin up / spin down): -19.0739 / -19.7690 eV. Its multiplicity is 6. The gap between HOMO and LUMO (spin up / spin down) is 8.147 / 3.853 eV. As for the net charge: +4. Its energy relative to the best compared isomer or geometry (same formula, charge and spin) is 0.3438 eV.

Cartesian coordinates (Å):
Ir1 0.083307 -0.242550 -0.267685
S1 3.193771 -0.631868 -1.714435
P1 -0.167459 -2.486010 -0.678686
P2 1.241686 1.959984 0.238498
P3 -1.057136 -0.150646 1.652602
N1 -1.735396 2.715392 -2.974902
N2 -1.907629 0.540302 -4.149087
N3 -3.411436 1.053099 -2.272387
N4 -1.038478 0.653401 -1.836032
C1 0.420866 -3.471901 0.735881
C2 0.691094 -3.320369 -2.067104
C3 0.513787 3.637552 0.699812
C4 5.497511 0.611088 -0.858968
C5 -3.084521 2.482484 -2.394318
C6 2.498114 2.665730 -0.958628
C7 -1.866322 -3.065080 -1.083742
C8 3.748346 -3.187889 -2.741234
C9 6.543582 0.003394 1.215331
C10 2.309410 1.634197 1.697707
C11 3.048129 -2.402136 -3.585040
C12 -0.154275 -0.760183 3.111353
C13 -2.653572 -1.071285 1.738728
C14 -1.558538 1.545514 2.204398
C15 4.649521 -1.252504 0.467140
C16 -1.640231 2.004788 -4.259422
C17 5.685253 -1.079499 1.377868
C18 -0.929230 -0.023979 -3.194449
C19 -0.746371 2.130781 -2.077087
C20 -2.445376 0.488037 -1.323263
C21 -3.254146 0.366093 -3.563782
C22 4.546342 -0.404459 -0.657504
C23 6.528785 0.784463 0.059667
H1 -3.123341 2.933400 -1.391144
H2 1.770492 -3.377996 -1.919812
H3 5.823931 -1.789290 2.201649
H4 1.399327 -3.096203 1.069682
H5 -2.481665 -2.152256 1.753866
H6 2.691669 0.605903 1.666209
H7 0.516684 -2.778487 -2.998937
H8 -0.629589 2.141263 -4.664353
H9 -0.559974 3.625825 0.912714
H10 0.762245 -0.182012 3.243119
H11 0.240428 2.226938 -2.559674
H12 2.539865 0.564199 -1.731185
H13 1.779702 1.803085 2.648971
H14 -0.760742 -0.664814 4.021556
H15 -2.642984 -2.584684 -0.482693
H16 3.492333 -4.230822 -2.621301
H17 -2.529393 1.041039 -0.377493
H18 3.484908 -1.474524 -4.002365
H19 0.675673 4.359206 -0.113411
H20 0.549150 -4.516590 0.413372
H21 -2.654197 -0.584465 -1.189411
H22 -1.911389 -4.149984 -0.908534
H23 -0.294162 -3.446303 1.569079
H24 3.173330 2.310300 1.630797
H25 3.471128 2.618631 -0.450664
H26 -2.051403 2.111775 1.403850
H27 2.544977 2.075241 -1.887748
H28 5.396491 1.276527 -1.715650
H29 -2.273576 1.505302 3.040407
H30 4.734729 -2.876196 -2.387327
H31 -2.076675 -2.903972 -2.149947
H32 0.084735 0.124007 -3.602946
H33 -2.389584 2.429360 -4.930601
H34 0.286183 -4.333705 -2.179956
H35 -0.803089 2.690154 -1.132945
H36 -3.821737 2.949978 -3.048469
H37 7.284655 0.215282 1.979964
H38 -0.688877 2.111392 2.560257
H39 -3.197179 -0.817897 2.659199
H40 3.863014 -1.987487 0.628630
H41 0.102043 -1.811450 2.973850
H42 -3.438894 -0.709255 -3.434798
H43 2.247932 3.692497 -1.248174
H44 -3.981227 0.792838 -4.255271
H45 7.313405 1.529317 -0.143705
H46 -3.331838 -0.834260 0.912915
H47 -1.163130 -1.092222 -3.074401
H48 2.127416 -2.792058 -4.022269
H49 1.009381 4.033283 1.598238

Atoms 1-2, force components in eV/Å:
0.1811 1.9201 -2.3754
-1.0992 0.0179 1.4166

Löwdin population analysis, charges in e, atoms 1 to 2: 0.94, 0.96